[1]
This record from the Open Molecules 2025 dataset describes C39H34ClMgN3SSi2 as an isolated structure in a non-equilibrium geometry. The level of theory is wB97M-V/def2-TZVPD.

Last column: Mulliken charge in e.
Element x y z (Å)
C  -1.65  -0.67  3.79  0.032
C  -2.48  -0.45  2.66  -1.590
C  -2.22  -1.49  1.73  -0.425
H  -3.21  0.34  2.55  0.425
C  -1.19  -2.33  2.27  -0.830
C  -0.80  -1.76  3.52  -0.965
H  -0.09  -2.19  4.22  0.524
H  -1.75  -0.14  4.73  0.887
H  -2.83  -1.70  0.85  0.848
H  -0.93  -3.33  1.91  0.622
Mg  -0.16  -0.75  0.73  -0.103
Si  3.23  2.46  -1.19  0.604
C  1.50  3.15  -1.10  0.546
C  1.13  4.19  -1.96  -0.597
H  1.88  4.68  -2.59  0.352
C  -0.20  4.61  -2.05  -0.461
H  -0.51  5.35  -2.80  0.388
C  -1.15  4.08  -1.17  -0.687
H  -2.18  4.43  -1.20  0.405
C  -0.76  3.10  -0.24  -0.341
H  -1.51  2.67  0.45  0.461
C  0.57  2.68  -0.17  -0.240
H  0.90  2.01  0.64  0.265
C  -0.82  -2.00  -0.98  1.785
C  -2.16  -1.67  -1.37  -0.416
H  -2.44  -0.61  -1.43  0.631
C  -2.99  -2.68  -1.84  -0.851
H  -3.93  -2.39  -2.33  0.386
C  -2.57  -4.02  -1.76  -0.705
H  -3.22  -4.79  -2.19  0.384
C  -1.38  -4.35  -1.08  -0.754
H  -1.14  -5.41  -0.97  0.395
C  -0.51  -3.35  -0.64  -0.123
H  0.41  -3.63  -0.11  0.369
H  3.16  1.07  -1.69  -0.146
Si  0.32  -0.71  -1.89  -0.787
C  0.50  -1.86  -3.40  0.711
C  -0.45  -1.97  -4.44  -0.163
H  -1.29  -1.28  -4.51  0.351
C  -0.33  -2.98  -5.40  -0.681
H  -1.07  -3.07  -6.19  0.389
C  0.70  -3.92  -5.30  -0.553
H  0.79  -4.73  -6.02  0.363
C  1.59  -3.85  -4.23  -0.564
H  2.38  -4.59  -4.11  0.407
C  1.50  -2.82  -3.29  -0.407
H  2.16  -2.79  -2.43  0.239
C  -0.19  0.81  -3.06  1.256
C  -1.46  1.36  -3.31  -0.092
H  -2.31  1.07  -2.70  0.239
C  -1.65  2.32  -4.32  -0.613
H  -2.64  2.75  -4.47  0.392
C  -0.59  2.74  -5.12  -0.694
H  -0.75  3.46  -5.93  0.361
C  0.68  2.24  -4.86  -0.705
H  1.54  2.61  -5.42  0.406
C  0.87  1.28  -3.87  -0.510
H  1.86  0.87  -3.71  0.465
H  4.04  3.33  -1.97  -0.227
Cl  4.05  2.34  0.70  -0.296
N  1.98  0.54  5.28  -0.020
C  1.09  1.43  5.87  0.253
C  0.83  1.65  7.23  -0.822
C  -0.41  2.24  7.56  -0.452
C  -1.35  2.56  6.56  -0.434
C  -1.07  2.34  5.21  -0.573
C  0.14  1.73  4.87  0.378
N  0.46  1.04  3.73  -0.013
C  1.57  0.32  3.99  0.102
C  2.16  -0.67  3.11  -0.448
C  3.18  -1.54  3.45  -0.630
S  3.56  -2.62  2.16  -0.206
C  2.38  -1.81  1.16  -0.353
N  1.68  -0.85  1.81  0.289
H  2.79  0.12  5.73  0.211
H  1.57  1.37  7.99  0.349
H  -0.65  2.43  8.61  0.348
H  -2.32  2.99  6.86  0.377
H  -1.78  2.56  4.41  0.416
H  3.63  -1.56  4.44  0.414
H  2.30  -1.99  0.08  0.449

Output
E_HOMO	-6.54	eV
molar mass	692.719	g mol⁻¹
LUMO	-0.016	Eh
orbital gap	6.10	eV
energy above the lowest of the compared OMol25 structures with the same formula, charge and spin	0.0	kcal/mol
E_tot	-90021.4565	eV
total charge	0



[2]
This record from the Open Molecules 2025 dataset describes C7H12 as an isolated structure in a non-equilibrium geometry. The level of theory is wB97M-V/def2-TZVPD.

Last column: Mulliken charge in e.
Element x y z (Å)
C  1.06  2.22  -0.72  -0.967
C  0.37  1.32  -1.60  -0.329
C  -0.06  0.05  -0.64  -1.168
C  -0.84  -1.18  -1.20  -0.371
C  -0.96  -1.90  0.06  -0.478
C  -0.69  -1.84  1.28  0.710
C  -0.31  -1.58  2.55  -1.176
H  0.55  3.05  -0.24  0.336
H  0.76  0.75  1.60  0.184
H  2.14  2.18  -0.60  0.335
H  -0.56  1.73  -2.00  0.318
H  1.00  0.90  -2.39  0.323
H  -0.66  0.49  0.15  0.570
H  0.87  -0.32  -0.21  0.589
H  -1.81  -0.90  -1.63  0.309
H  -0.26  -1.72  -1.96  0.311
H  0.50  0.12  2.00  -0.187
H  0.64  -1.93  2.94  0.348
H  -0.97  -1.08  3.25  0.345

Output
E_HOMO (spin up / spin down)	-7.82 / -7.79	eV
molar mass	96.173	g mol⁻¹
LUMO (spin up / spin down)	-0.020 / 0.016	Eh
orbital gap (spin up / spin down)	7.27 / 8.22	eV
energy above the lowest of the compared OMol25 structures with the same formula, charge and spin	152.9	kcal/mol
E_tot	-7446.7994	eV
total charge	0



[3]
This record from the Open Molecules 2025 dataset describes C28H21Br36F3O3 as an isolated structure in a non-equilibrium geometry. The level of theory is wB97M-V/def2-TZVPD.

Last column: Mulliken charge in e.
Element x y z (Å)
O  3.98  -0.22  -0.97  -0.622
C  3.54  0.63  -1.70  0.778
C  4.45  1.72  -2.17  0.635
C  5.72  1.87  -1.64  -1.174
C  6.55  2.87  -2.11  -0.612
C  6.12  3.76  -3.09  -0.488
C  4.85  3.60  -3.61  -0.553
C  4.01  2.59  -3.15  0.341
C  2.67  2.46  -3.79  0.738
O  2.46  3.04  -4.83  -0.664
C  1.68  1.57  -3.12  -0.138
C  0.32  1.60  -3.45  0.457
C  -0.26  2.55  -4.48  -1.073
O  -1.56  3.09  -4.15  -0.304
C  -1.58  3.90  -3.07  0.804
F  -2.45  4.90  -3.35  -0.293
F  -2.05  3.33  -1.96  -0.149
F  -0.41  4.47  -2.79  -0.256
C  -0.55  0.71  -2.83  -1.401
C  -0.12  -0.19  -1.88  -0.221
C  1.21  -0.20  -1.51  -0.731
C  2.10  0.67  -2.12  0.291
H  6.06  1.19  -0.87  0.610
H  7.55  3.00  -1.73  0.510
H  6.77  4.54  -3.45  0.501
H  4.51  4.27  -4.39  0.506
H  -0.41  1.96  -5.39  0.457
H  0.39  3.36  -4.76  0.562
H  -1.59  0.71  -3.12  1.091
H  -0.82  -0.88  -1.43  0.040
H  1.47  -0.93  -0.74  0.051
C  -4.32  1.16  0.35  0.501
Br  -5.11  -0.51  0.92  0.013
Br  -3.71  2.19  1.85  0.008
Br  -2.93  0.91  -0.96  0.267
H  -5.11  1.73  -0.12  -0.606
C  -2.27  -3.35  1.18  -0.256
Br  -2.75  -5.19  1.50  0.104
Br  -0.83  -2.76  2.31  0.020
Br  -1.88  -3.03  -0.68  0.028
H  -3.14  -2.75  1.43  0.135
C  -4.80  -8.20  3.39  -0.143
Br  -4.35  -9.47  4.77  -0.056
Br  -6.14  -8.89  2.18  -0.056
Br  -5.31  -6.50  4.13  0.003
H  -3.91  -8.04  2.81  0.197
C  3.63  -3.07  2.25  0.668
Br  3.25  -2.94  4.13  -0.020
Br  2.51  -1.90  1.21  0.160
Br  5.50  -2.77  1.87  -0.032
H  3.41  -4.08  1.94  -0.676
C  -7.39  3.60  -1.21  -0.374
Br  -7.61  3.86  0.69  -0.021
Br  -8.67  4.60  -2.23  -0.053
Br  -5.58  3.97  -1.76  0.091
H  -7.57  2.55  -1.40  0.378
C  1.99  -6.70  1.40  -0.511
Br  1.92  -6.50  3.31  0.121
Br  0.64  -5.62  0.56  0.050
Br  3.75  -6.36  0.70  -0.043
H  1.75  -7.73  1.18  0.419
C  -7.31  4.64  -6.46  -0.317
Br  -7.76  2.80  -6.08  -0.017
Br  -6.01  5.31  -5.21  0.025
Br  -6.73  4.86  -8.28  -0.039
H  -8.21  5.22  -6.34  0.335
C  5.70  5.86  0.94  -0.371
Br  6.79  6.29  2.47  -0.026
Br  6.00  7.09  -0.52  -0.029
Br  5.93  4.03  0.35  0.098
H  4.67  5.97  1.24  0.397
C  3.59  -8.05  7.01  -0.328
Br  4.59  -8.01  5.37  -0.011
Br  3.95  -6.51  8.11  -0.020
Br  1.70  -8.26  6.67  -0.070
H  3.91  -8.92  7.56  0.382
C  -0.95  -6.31  8.73  0.127
Br  -0.71  -4.40  8.72  -0.005
Br  -1.37  -6.97  10.49  -0.023
Br  -2.27  -6.86  7.43  0.066
H  -0.01  -6.75  8.44  -0.143
C  -6.35  -4.04  -0.53  0.248
Br  -6.16  -5.90  -0.08  0.020
Br  -5.77  -3.68  -2.33  0.001
Br  -8.15  -3.41  -0.22  -0.020
H  -5.70  -3.49  0.13  -0.277
C  5.40  10.96  0.44  0.042
Br  5.23  11.11  2.35  -0.006
Br  4.08  12.01  -0.49  -0.005
Br  7.19  11.39  -0.14  -0.004
H  5.23  9.93  0.18  -0.037

Output
E_HOMO	-9.60	eV
molar mass	3339.011	g mol⁻¹
LUMO	-0.044	Eh
orbital gap	8.41	eV
energy above the lowest of the compared OMol25 structures with the same formula, charge and spin	0.0	kcal/mol
E_tot	-2565197.5559	eV
total charge	0



[4]
This record from the Open Molecules 2025 dataset describes C45H62AsN7O2P3S4Ti as an isolated structure in a non-equilibrium geometry. The level of theory is wB97M-V/def2-TZVPD.

Last column: Mulliken charge in e.
Element x y z (Å)
Ti  -0.15  -1.27  0.18  -0.560
C  -0.06  1.30  3.61  -1.719
P  1.11  0.09  2.87  1.664
C  1.44  -0.89  4.39  -1.135
C  2.71  0.99  2.81  -0.496
C  3.15  2.02  3.63  -0.940
C  4.37  2.63  3.39  -0.857
C  5.16  2.22  2.33  -0.700
C  4.74  1.19  1.51  -0.825
C  3.53  0.54  1.75  0.113
P  2.66  -0.58  0.59  2.469
C  4.00  -0.84  -0.67  -1.962
C  2.86  -2.24  1.40  -1.185
H  0.45  2.04  4.24  0.500
H  -0.77  0.73  4.20  0.581
H  -0.61  1.80  2.81  0.223
H  1.60  -0.22  5.24  0.451
H  2.32  -1.52  4.26  0.441
H  0.56  -1.52  4.61  -0.106
H  2.55  2.35  4.46  0.365
H  4.71  3.44  4.04  0.389
H  6.10  2.72  2.13  0.384
H  5.37  0.88  0.69  0.358
H  4.92  -1.20  -0.21  0.511
H  4.20  0.09  -1.21  0.325
H  3.64  -1.58  -1.39  0.267
H  3.84  -2.34  1.86  0.427
H  2.74  -2.99  0.61  0.287
H  2.08  -2.39  2.14  0.148
S  -1.45  -2.48  5.82  -0.586
As  -2.66  -2.85  4.13  0.277
S  -1.44  -1.17  2.19  0.196
S  -2.84  -0.27  1.02  -0.535
S  -2.20  -4.79  3.46  -0.562
C  1.56  -2.72  -3.15  -2.483
C  1.04  -1.59  -2.27  0.590
O  1.12  -1.82  -0.96  0.818
C  0.53  -0.40  -2.77  1.458
C  0.44  -0.16  -4.15  -0.890
C  -0.13  0.90  -4.86  -1.047
C  -0.88  1.93  -4.38  -1.180
C  -1.29  2.08  -2.96  -0.237
C  0.23  0.58  -1.64  2.159
O  -0.73  0.07  -0.78  1.084
H  1.84  -3.56  -2.51  0.239
H  2.43  -2.41  -3.73  0.457
H  0.79  -3.06  -3.84  0.624
H  0.87  -0.93  -4.77  0.289
H  0.03  0.88  -5.93  0.230
H  -1.25  2.68  -5.07  0.299
H  -1.81  3.03  -2.85  0.310
N  -2.50  1.37  1.12  -0.757
P  -2.07  2.48  0.09  0.225
N  -2.02  3.84  1.12  0.401
C  -1.53  5.15  0.75  -1.088
C  -0.82  5.81  1.94  -0.579
C  -1.80  5.94  3.10  -1.017
C  -2.34  4.55  3.45  -0.541
C  -2.97  3.92  2.21  -1.026
N  -3.30  2.85  -1.01  1.435
C  -4.41  1.96  -1.23  -0.648
C  -5.70  2.57  -0.66  -0.628
C  -5.95  3.95  -1.25  -0.955
C  -4.72  4.83  -1.05  -0.570
C  -3.50  4.13  -1.63  -1.348
N  -0.56  2.72  -0.69  1.091
C  0.51  2.74  0.31  0.380
C  1.69  3.57  -0.18  -1.438
C  2.21  3.01  -1.49  0.225
C  1.06  2.85  -2.48  -1.580
C  -0.14  2.05  -1.94  0.503
H  -2.37  5.81  0.47  0.445
H  -0.86  5.06  -0.10  0.402
H  -0.45  6.80  1.64  0.397
H  0.04  5.20  2.24  0.185
H  -2.62  6.59  2.81  0.324
H  -1.31  6.39  3.97  0.481
H  -3.09  4.63  4.24  0.446
H  -1.52  3.92  3.80  0.049
H  -3.84  4.52  1.92  0.256
H  -3.30  2.90  2.43  0.465
H  -4.21  1.01  -0.75  0.260
H  -4.53  1.79  -2.31  0.441
H  -5.58  2.65  0.42  0.276
H  -6.54  1.91  -0.87  0.429
H  -6.83  4.41  -0.78  0.415
H  -6.16  3.86  -2.32  0.344
H  -4.57  5.01  0.02  0.102
H  -4.86  5.80  -1.54  0.360
H  -2.60  4.74  -1.51  0.403
H  -3.68  3.98  -2.71  0.616
H  0.86  1.72  0.57  -0.905
H  0.11  3.17  1.22  0.357
H  2.47  3.57  0.59  0.318
H  1.36  4.60  -0.33  0.346
H  2.69  2.04  -1.31  -0.617
H  2.96  3.68  -1.92  0.684
H  1.41  2.36  -3.39  0.417
H  0.68  3.85  -2.75  0.367
H  1.20  0.63  -1.09  -2.733
H  -1.96  1.26  -2.67  0.100
N  1.45  -7.62  -0.27  0.113
C  1.86  -8.73  -0.94  0.596
C  2.64  -9.81  -0.57  -0.923
C  2.86  -10.79  -1.52  -0.449
C  2.32  -10.69  -2.80  -0.358
C  1.53  -9.61  -3.17  -0.781
C  1.29  -8.61  -2.23  0.416
N  0.56  -7.47  -2.32  -0.789
C  0.65  -6.87  -1.14  -0.010
C  0.10  -5.63  -0.77  1.279
C  -0.72  -4.87  -1.65  -0.591
C  -1.16  -3.63  -1.29  -0.606
N  -0.89  -3.05  -0.09  0.384
C  -0.17  -3.81  0.79  -1.418
C  0.32  -5.05  0.51  -0.895
H  1.61  -7.41  0.70  0.160
H  3.06  -9.88  0.43  0.372
H  3.46  -11.65  -1.26  0.351
H  2.50  -11.49  -3.51  0.347
H  1.11  -9.55  -4.17  0.414
H  -0.96  -5.29  -2.61  0.508
H  -1.78  -3.03  -1.96  0.438
H  -0.04  -3.40  1.80  0.729
H  0.86  -5.57  1.28  0.270

Output
E_HOMO (spin up / spin down)	-0.35 / -0.64	eV
⟨S²⟩	0.807
molar mass	1077.017	g mol⁻¹
spin multiplicity	2
LUMO (spin up / spin down)	0.137 / 0.137	Eh
orbital gap (spin up / spin down)	4.07 / 4.37	eV
energy above the lowest of the compared OMol25 structures with the same formula, charge and spin	145.8	kcal/mol
E_tot	-217362.1187	eV
total charge	-2